[1]
13
Properties=species:S:1:pos:R:3:nbo_charge:R:1 method="wB97M-V/def2-TZVPD" smiles="CC(=O)[C@H]1CN1" largest_force_ev_per_a=0.4 e_lumo_ev=0.98 homo_energy_ev=-9.92 homo_lumo_gap_ev=10.90
C -0.6047 -0.0561 1.8317 -0.72
C -0.5672 -0.4964 0.3850 0.58
O -0.7324 -1.6586 0.0704 -0.55
C -0.2031 0.5049 -0.6778 -0.21
C 1.1760 0.3411 -1.2195 -0.23
N 0.0148 -0.0017 -2.0176 -0.56
H 0.3773 0.3267 2.1261 0.24
H -0.8412 -0.9220 2.4489 0.24
H -1.3309 0.7388 2.0196 0.23
H -0.6620 1.4852 -0.6396 0.22
H 1.7743 -0.4681 -0.8015 0.20
H 1.7390 1.2145 -1.5389 0.20
H -0.1399 -1.0083 -1.9867 0.37

***

[2]
73
Properties=species:S:1:pos:R:3:mulliken_charge:R:1 method="wB97M-V/def2-TZVPD" largest_force_ev_per_a=1.8 e_lumo_ev="-4.31 / -5.09" total_charge=+1 homo_energy_ev="-10.62 / -10.38" homo_lumo_gap_ev="6.32 / 5.29"
Pt -0.1989 0.4758 -0.0828 0.91
O 0.2246 -2.1835 2.9766 -0.59
C 0.5944 -1.3182 2.2199 -0.21
N 0.1727 -1.2426 0.8886 -0.05
C -0.4696 -2.3150 0.3318 1.10
C -0.2594 -3.6658 0.6935 -0.85
C -0.9047 -4.6528 0.0044 -0.72
C -1.7979 -4.3560 -1.0524 -0.67
C -2.0395 -3.0639 -1.4314 -0.92
C -1.4027 -2.0267 -0.7306 0.41
N -1.5873 -0.6972 -0.9461 0.05
C -2.5921 -0.0507 -1.6149 0.06
O -3.6112 -0.5259 -2.0509 -0.65
C -2.3101 1.4358 -1.7141 0.46
C -3.1883 2.2576 -2.3818 -0.55
C -2.9314 3.6210 -2.4291 -0.51
C -1.8046 4.1112 -1.7932 -1.19
C -0.9607 3.2291 -1.1393 0.02
N -1.2043 1.9185 -1.1111 0.60
C 1.4965 -0.2252 2.7018 0.33
C 1.9739 -0.3090 4.0013 -0.78
C 2.8354 0.6788 4.4497 -0.52
C 3.1756 1.7021 3.5813 -0.98
C 2.6231 1.7096 2.3081 -0.28
N 1.7966 0.7684 1.8737 0.23
H 0.4327 -3.9088 1.4827 0.50
H -0.7185 -5.6869 0.2603 0.43
H -2.2942 -5.1672 -1.5672 0.43
H -2.7287 -2.8222 -2.2254 0.50
H -4.0597 1.8100 -2.8389 0.60
H -3.6053 4.2884 -2.9487 0.46
H -1.5673 5.1652 -1.7971 0.51
H -0.0669 3.5584 -0.6275 0.71
H 1.6681 -1.1363 4.6248 0.54
H 3.2336 0.6479 5.4548 0.47
H 3.8548 2.4894 3.8780 0.45
H 2.8464 2.4975 1.6093 0.51
C -0.5779 2.8745 3.8265 -1.08
C -1.3429 2.8634 2.5158 -0.01
O -1.7111 1.5482 2.1193 0.02
C -2.9128 1.0772 2.7247 -0.50
C -3.0739 -0.3898 2.4001 -0.87
H -0.3081 3.8956 4.0993 0.46
H 0.3377 2.2880 3.7318 0.14
H -1.1708 2.4579 4.6406 0.35
H -0.7076 3.2535 1.7176 -0.12
H -2.2352 3.4978 2.5715 0.44
H -3.7593 1.6582 2.3388 0.36
H -2.8731 1.2283 3.8079 0.35
H -3.1718 -0.5410 1.3235 0.07
H -3.9719 -0.7831 2.8760 0.50
H -2.2181 -0.9636 2.7602 0.13
C 2.7673 1.5337 -4.1874 -1.80
C 3.0133 1.3435 -2.7025 1.48
C 4.2250 0.4519 -2.4836 -2.00
O 1.8627 0.6257 -2.1633 -0.26
B 1.4888 1.2229 -1.0058 -0.07
O 2.1519 2.3774 -0.7204 0.15
C 3.0412 2.6766 -1.8597 1.66
C 4.4042 3.0492 -1.3046 -1.94
C 2.4453 3.8755 -2.5777 -1.99
H 2.7047 0.5549 -4.6615 0.44
H 3.5906 2.0814 -4.6481 0.38
H 1.8386 2.0637 -4.3847 0.33
H 4.0638 -0.4896 -3.0071 0.47
H 4.3696 0.2265 -1.4272 0.27
H 5.1325 0.9128 -2.8737 0.43
H 4.8518 2.2411 -0.7384 0.36
H 4.3019 3.9197 -0.6562 0.48
H 5.0854 3.3152 -2.1142 0.39
H 1.4474 3.6551 -2.9620 0.27
H 3.0716 4.1826 -3.4144 0.43
H 2.3775 4.7106 -1.8793 0.49

***

[3]
75
Properties=species:S:1:pos:R:3:mulliken_charge:R:1 method="wB97M-V/def2-TZVPD" largest_force_ev_per_a=8.4 s2=0.771 e_lumo_ev="5.59 / 5.59" spin_multiplicity=2 total_charge=-3 homo_energy_ev="2.41 / 2.37" homo_lumo_gap_ev="3.18 / 3.22"
O 2.3262 2.9245 2.3198 -0.42
V 0.9957 2.3243 2.9064 0.31
C -1.0958 3.9842 3.1960 0.88
O -1.3473 4.8008 4.1337 -0.78
O -0.1832 4.1150 2.2800 -0.76
O -1.0772 2.7266 3.5796 -0.73
C 1.6401 1.9865 5.6101 0.76
O 1.7776 1.1566 4.5991 -0.69
O 0.8349 1.7717 6.5857 -0.76
O 1.5227 3.2001 5.1304 -0.70
B 0.5748 0.4746 1.5182 2.03
H 0.8793 1.4214 0.9395 0.32
H -0.2916 0.7596 2.2059 0.22
H 0.2205 -0.2852 0.6858 -1.41
H 1.5007 0.0880 2.1405 0.21
C -1.9753 -3.2395 -1.9782 -0.57
O -2.2627 -1.8667 -1.9762 -0.43
C -1.0248 -1.1347 -1.9082 -0.16
C -1.3559 0.3454 -1.8328 -0.75
N -0.1338 1.0779 -1.5397 1.32
C -0.3150 2.5368 -1.4869 -0.49
C -0.9547 3.1602 -2.7139 -0.95
O -2.3703 3.1563 -2.6749 -0.25
C -2.9521 3.5366 -3.8896 -0.80
H -1.6183 -3.6360 -1.0226 0.09
H -1.1863 -3.4476 -2.7191 0.32
H -2.8284 -3.8165 -2.3418 0.27
H -0.3700 -1.4113 -2.7392 0.36
H -0.5763 -1.4212 -0.9492 -0.13
H -2.1184 0.4894 -1.0569 0.15
H -1.7478 0.6684 -2.7991 0.41
H 0.2687 0.7585 -0.6554 -1.62
H 0.6428 3.0047 -1.2612 0.44
H -0.9310 2.7344 -0.5964 0.63
H -0.6033 2.5956 -3.5889 0.42
H -0.5684 4.1855 -2.7475 0.46
H -2.2462 3.4998 -4.7271 0.34
H -3.3148 4.5725 -3.8544 0.27
H -3.8006 2.8876 -4.1176 0.24
C -2.4508 -2.5834 1.8229 -0.96
C -3.1620 -1.2303 1.6769 1.24
C -4.5811 -1.3551 2.2422 -1.69
O -2.4618 -0.2842 2.4390 -0.54
H -1.3945 -2.4671 1.5751 -0.06
H -2.8988 -3.3413 1.1686 0.27
H -2.5666 -2.9073 2.8588 0.42
H -3.2645 -0.9948 0.6080 -0.15
H -5.2375 -0.5502 1.9086 0.41
H -4.5194 -1.3678 3.3300 0.38
H -4.9983 -2.2845 1.8418 0.36
H -1.6272 -0.0773 1.9853 -0.14
C 3.6022 -2.4322 1.0489 -1.53
C 2.1417 -2.8473 0.8210 2.18
C 1.9586 -4.3348 0.6339 -1.63
O 1.4039 -2.5010 1.9674 -0.64
H 3.6725 -1.3583 1.1971 0.32
H 4.2338 -2.8382 0.2510 0.34
H 3.9050 -2.9656 1.9548 0.39
H 1.7778 -2.2883 -0.0538 -0.71
H 2.4181 -4.7533 -0.2673 0.37
H 0.8975 -4.5866 0.5677 0.32
H 2.3626 -4.8948 1.4818 0.36
H 1.2888 -1.5313 2.0461 -0.30
C 3.3557 1.2973 -1.3745 -0.99
C 3.1396 0.7591 -2.7995 0.44
C 2.8918 -0.7375 -2.7938 -0.72
O 2.0441 1.4796 -3.3357 -0.74
H 4.1860 0.7852 -0.8714 0.44
H 2.5053 1.2410 -0.6960 0.15
H 3.6913 2.3359 -1.4114 0.28
H 4.0369 1.0168 -3.3676 0.34
H 2.7049 -1.0750 -3.8180 0.28
H 2.0380 -1.0439 -2.1841 -0.31
H 3.7079 -1.3247 -2.3616 0.41
H 1.2642 1.3563 -2.7460 0.35

***

[4]
76
Properties=species:S:1:pos:R:3:mulliken_charge:R:1 method="wB97M-V/def2-TZVPD" largest_force_ev_per_a=8.9 e_lumo_ev=-3.26 total_charge=+1 homo_energy_ev=-10.27 homo_lumo_gap_ev=7.01
C 4.1660 2.0489 -0.1013 -1.06
C 2.7589 1.5315 -0.6711 0.16
O 1.6949 1.8173 0.3070 -0.29
N 0.5603 1.3993 -0.2822 0.64
N 0.1198 0.1186 -0.3796 -0.06
C -1.0968 0.1378 -1.1136 -0.10
N -1.4962 1.4810 -1.5112 -0.35
C -0.4095 2.2446 -0.9359 0.08
N -0.1374 3.5672 -0.9032 -0.33
H 4.9118 2.2948 -0.9189 0.35
H 4.5371 1.2767 0.6360 0.28
H 3.9608 3.0149 0.4657 0.32
H 2.8732 0.4237 -0.8824 0.01
H 2.5704 2.0419 -1.6751 0.28
H 0.6305 -0.6833 0.0278 0.22
H -1.6798 -0.7998 -1.3347 0.38
H -0.7336 4.1503 -0.2947 0.23
H 0.6667 3.9534 -1.3956 0.23
O 2.4094 -2.5414 -1.5728 -0.75
P 3.1338 -3.3509 -2.6639 0.80
N 1.6599 -4.0421 -3.2583 0.10
C 1.4396 -5.3873 -3.7647 -0.77
C 0.7764 -3.0906 -3.9382 -0.79
N 3.8468 -4.4387 -1.5171 0.16
C 3.7060 -5.8858 -1.5350 -1.25
C 3.8835 -4.0104 -0.1165 -0.90
N 4.0533 -4.1718 -3.9410 -0.10
C 5.5238 -4.0340 -3.7330 -1.06
C 3.8359 -3.6174 -5.2990 -1.07
H 1.9198 -5.5852 -4.7291 0.30
H 0.3716 -5.5825 -3.8997 0.40
H 1.7607 -6.1563 -3.0692 0.17
H 1.1895 -2.7478 -4.8908 0.27
H 0.6104 -2.2052 -3.3176 -0.01
H -0.2100 -3.5159 -4.1391 0.40
H 2.7254 -6.2009 -1.1650 0.32
H 4.4622 -6.3539 -0.8942 0.44
H 3.8833 -6.3096 -2.5241 0.37
H 2.9026 -4.1196 0.3625 0.28
H 4.2046 -2.9716 -0.0290 0.25
H 4.6066 -4.5966 0.4573 0.32
H 5.8222 -2.9811 -3.7185 0.37
H 6.0771 -4.5414 -4.5284 0.41
H 5.8645 -4.4864 -2.8033 0.31
H 3.9619 -2.5313 -5.3139 0.37
H 2.8479 -3.8529 -5.6919 0.27
H 4.5336 -4.0569 -6.0161 0.40
O -2.1494 4.2152 2.3011 -0.77
P -3.0685 3.4921 3.3028 0.86
N -3.7107 2.4372 2.0859 0.05
C -5.0695 1.9377 1.9525 -0.77
C -2.7536 1.4557 1.5808 -0.90
N -4.1148 4.8622 3.4819 0.17
C -5.5498 4.8572 3.2490 -1.25
C -3.5961 6.1644 3.0537 -0.97
N -4.0219 2.6618 4.5486 -0.12
C -3.9539 3.3750 5.8564 -1.05
C -3.5462 1.2946 4.8675 -1.08
H -5.3578 1.2167 2.7255 0.32
H -5.2080 1.4376 0.9890 0.38
H -5.8100 2.7311 1.9449 0.19
H -2.5011 0.7044 2.3358 0.23
H -1.8199 1.9368 1.2770 0.13
H -3.1264 0.9310 0.6980 0.40
H -5.7857 4.8664 2.1802 0.32
H -6.0148 5.7448 3.6932 0.44
H -6.0477 4.0153 3.7319 0.37
H -3.6193 6.2662 1.9619 0.30
H -2.5731 6.3157 3.3997 0.31
H -4.1813 6.9830 3.4818 0.31
H -2.9207 3.4520 6.2094 0.38
H -4.5427 2.8511 6.6149 0.40
H -4.3630 4.3828 5.8111 0.32
H -2.4720 1.2812 5.0729 0.39
H -3.7508 0.5849 4.0670 0.27
H -4.0703 0.8922 5.7380 0.41

***

[5]
148
Properties=species:S:1:pos:R:3:mulliken_charge:R:1 method="wB97M-V/def2-TZVPD" smiles="COCCNCCOC.COCCNCCOC.COCCNCCOC.COCCNCCOC.NC(N)=O.NC(N)=O.CCO.CCO.CCO.CCO" largest_force_ev_per_a=3.8 e_lumo_ev=0.22 homo_energy_ev=-8.29 homo_lumo_gap_ev=8.51
C -3.2719 -6.3434 0.0655 -0.75
O -3.3487 -5.3507 1.0270 -0.41
C -2.2865 -4.4127 0.7961 -0.96
C -2.3593 -3.3503 1.8955 0.07
N -1.3734 -2.2974 1.5705 1.94
C 0.0337 -2.6980 1.6626 -0.14
C 0.4464 -3.2501 3.0617 -0.62
O 0.3356 -4.6725 3.0336 -0.33
C 0.8964 -5.3521 4.1523 -0.83
H -4.1644 -6.9716 0.1889 0.28
H -2.3477 -6.9077 0.1283 0.30
H -3.2206 -5.9126 -0.9616 0.27
H -2.4011 -3.9031 -0.1571 0.30
H -1.3267 -4.8974 0.8617 0.62
H -2.2176 -3.8780 2.8519 0.61
H -3.3671 -2.9109 1.9000 -0.56
H -1.5314 -1.5250 2.1965 -1.29
H 0.5958 -1.7723 1.4616 -0.38
H 0.2745 -3.4032 0.8657 0.62
H -0.2600 -2.9211 3.8066 -0.09
H 1.4908 -3.0370 3.2106 0.72
H 0.2191 -5.2818 4.9887 0.29
H 1.9051 -5.0005 4.2852 0.31
H 0.9586 -6.4142 3.9116 0.24
C 0.5824 2.7854 -8.8216 -0.50
O -0.7825 2.8069 -8.3662 -0.38
C -1.2895 1.5249 -7.9403 -0.72
C -0.6912 1.0648 -6.5480 -0.26
N -0.9868 2.1599 -5.5513 -0.45
C -0.0390 2.2332 -4.4312 0.22
C 1.3367 2.8184 -4.7627 -0.09
O 2.1295 2.0132 -5.5869 -0.39
C 2.8536 1.0348 -4.8542 -0.31
H 1.1570 2.2702 -8.0555 0.17
H 1.0110 3.7741 -8.9728 0.24
H 0.6023 2.1737 -9.7534 0.30
H -0.9943 0.7816 -8.6743 0.41
H -2.3710 1.7549 -7.8694 0.32
H 0.3748 0.9092 -6.7361 0.05
H -1.1628 0.1814 -6.0912 0.34
H -0.9593 3.0080 -6.0814 0.37
H 0.0531 1.1834 -4.1634 -0.18
H -0.3989 2.8206 -3.5654 0.12
H 1.9182 3.0635 -3.8748 -0.16
H 1.2096 3.7271 -5.3551 0.42
H 2.2054 0.3076 -4.3756 0.08
H 3.3826 1.5021 -3.9919 0.01
H 3.5822 0.5853 -5.5297 0.38
C -3.3596 0.5399 8.1699 -0.81
O -3.4021 0.0555 6.8115 -0.27
C -2.8103 -1.1944 6.6383 -0.99
C -2.7137 -1.4987 5.1270 -0.26
N -1.9594 -0.5016 4.3701 0.48
C -0.7053 -0.1119 4.9086 -0.93
C 0.0233 0.9011 3.9966 -0.08
O -0.7962 2.0921 3.8393 -0.14
C -0.3777 3.0888 4.8045 -0.86
H -2.3168 0.4237 8.4631 0.35
H -3.9088 -0.1519 8.8289 0.31
H -3.7221 1.5679 8.2018 0.23
H -3.3764 -2.0143 7.1200 0.53
H -1.8154 -1.2502 7.1280 0.39
H -3.7358 -1.5425 4.6902 0.08
H -2.1883 -2.4381 4.9197 0.06
H -2.5246 0.3430 4.2213 0.27
H -0.0319 -0.9693 5.0034 0.28
H -0.8578 0.3414 5.8846 0.42
H 0.2014 0.4740 3.0098 -0.42
H 1.0467 1.1394 4.3254 0.63
H -0.9612 3.9991 4.7096 0.28
H 0.6655 3.3591 4.6074 0.31
H -0.4608 2.7180 5.8451 0.25
C -2.6773 2.0498 1.5272 -0.30
O -3.4642 1.6846 0.4191 -0.48
C -2.8146 1.0278 -0.5857 1.32
C -3.8042 0.5686 -1.6731 -1.43
N -4.9035 -0.2884 -1.1642 -0.27
C -4.5819 -1.5986 -0.6226 0.31
C -5.7358 -1.9795 0.3524 -0.93
O -6.0969 -0.9920 1.2893 -0.50
C -5.1169 -0.7094 2.2629 -0.39
H -3.3691 2.2759 2.3285 0.35
H -1.9790 2.8836 1.3417 0.33
H -2.0436 1.1862 1.8004 -0.18
H -2.3280 0.1051 -0.2273 -0.65
H -2.0827 1.6762 -1.1107 0.13
H -3.2894 0.1069 -2.5263 0.30
H -4.2187 1.4985 -2.0099 0.52
H -5.5250 0.2354 -0.5411 0.38
H -3.5822 -1.6436 -0.1486 -0.43
H -4.5651 -2.3647 -1.3890 0.47
H -5.4101 -2.8405 0.9380 0.43
H -6.6371 -2.2742 -0.2358 0.32
H -5.4740 0.1106 2.8773 0.32
H -4.1603 -0.3710 1.8655 0.05
H -4.8899 -1.6086 2.8447 0.32
C 0.8944 1.7966 0.0288 0.06
C 2.3024 1.7333 -0.5949 1.32
O 3.0767 2.9461 -0.2824 -0.45
H 0.2925 2.6189 -0.3841 -0.18
H 1.0139 2.0344 1.0666 0.30
H 0.2922 0.8854 -0.1365 -0.19
H 2.2232 1.6451 -1.6868 -0.34
H 2.8410 0.8811 -0.2116 -0.71
H 2.9470 3.5891 -0.9893 0.13
C 0.7819 5.4794 -2.2454 -0.83
C 2.2443 5.8347 -2.3506 -0.31
O 2.9670 4.6638 -2.4832 -0.29
H 0.4866 4.8954 -1.3675 0.12
H 0.3230 5.0165 -3.1270 0.08
H 0.2188 6.4080 -2.1720 0.45
H 2.4589 6.5283 -1.4966 0.33
H 2.3591 6.3557 -3.2938 0.37
H 3.8945 4.8833 -2.6115 0.12
C 6.1828 3.5893 -1.4336 -0.47
C 6.0215 3.7644 0.0563 -0.24
O 5.8649 2.5256 0.8054 -0.58
H 5.2707 3.3233 -1.9836 -0.26
H 6.9092 2.8036 -1.6448 0.32
H 6.6869 4.5004 -1.8385 0.34
H 5.2435 4.4602 0.3949 0.23
H 7.0330 4.0562 0.3714 0.35
H 4.9509 2.2631 0.7035 0.16
C 4.4157 -0.7775 3.2139 -1.26
C 4.2413 -0.7705 1.7016 0.61
O 2.8639 -1.1155 1.4618 -0.02
H 3.7080 -0.0853 3.6681 0.18
H 5.4362 -0.4974 3.5026 0.42
H 4.2151 -1.7991 3.5525 0.32
H 4.8631 -1.5258 1.2361 0.26
H 4.4890 0.2099 1.2923 -0.27
H 2.5616 -1.0746 0.5490 -0.15
C 4.1802 -3.6948 -1.4230 0.44
O 5.2682 -4.2925 -1.2318 -0.64
N 4.0936 -2.3134 -1.9693 -0.28
N 2.9052 -4.3414 -1.3476 -0.33
H 3.2902 -1.7805 -1.6840 0.09
H 4.9818 -1.8031 -1.9025 0.29
H 2.7426 -5.1902 -0.8148 0.26
H 2.0900 -3.7332 -1.4047 0.03
C 0.4685 -1.8306 -2.1376 0.09
O 1.4596 -1.4131 -1.5003 -0.10
N -0.8024 -2.1121 -1.5772 0.30
N 0.5269 -2.0168 -3.6186 -0.36
H -1.1079 -2.0801 -0.5733 -0.79
H -1.4223 -2.6588 -2.1977 0.24
H 1.4249 -2.3495 -3.9821 0.27
H -0.2393 -2.5649 -3.9944 0.23

***

[6]
7
Properties=species:S:1:pos:R:3:nbo_charge:R:1 method="wB97M-V/def2-TZVPD" smiles="O=C=C=P.I" largest_force_ev_per_a=4.2 e_lumo_ev=-1.95 homo_energy_ev=-9.03 homo_lumo_gap_ev=7.08
C 0.1970 -0.4709 0.0177 0.63
C 1.1888 0.3080 -0.0709 -0.76
O -0.5451 -1.3688 -0.1436 -0.46
P 2.2578 1.6125 -0.0720 0.63
I -3.4726 0.1100 -0.0820 -0.10
H -3.2051 -1.1875 0.7381 0.10
H 3.5792 0.9967 -0.3872 -0.05